The following is a DFT calculation (wB97M-V/def2-TZVPD) of a cluster of 3 separate species, C45H33F10NO8S in total in a non-equilibrium geometry.

Geometry as ORCA input:
```
! RIJCOSX wB97M-V def2-TZVPD def2/J DEFGRID3
* xyz 0 1
C 1.728 0.909 3.949
C 0.866 0.648 3.160
C -0.121 0.113 2.208
C -0.091 -1.396 1.934
C -0.368 -2.317 3.131
C 0.808 -2.438 4.142
C 1.264 -3.905 4.343
C 2.577 -4.261 3.638
F 3.028 -3.299 2.804
F 3.531 -4.307 4.632
C 2.650 -5.668 2.993
F 2.401 -6.569 3.960
F 3.900 -5.917 2.595
S 1.474 -6.015 1.564
F 2.645 -5.710 0.533
F 1.944 -7.540 1.586
F 0.286 -6.407 2.535
F 1.005 -4.511 1.457
F 0.540 -6.360 0.340
C -1.457 0.801 2.540
C -2.240 0.439 3.812
C -2.632 1.679 4.603
F -3.353 -0.304 3.469
O -2.211 1.009 1.346
C -1.339 0.890 0.305
O -1.725 0.807 -0.811
C 0.135 0.835 0.823
C 0.593 2.306 0.874
C 0.733 2.937 -0.508
O -0.217 3.238 -1.167
N 0.916 0.132 -0.199
C 2.121 0.069 -0.008
O 3.261 0.012 0.177
H 2.514 1.211 4.601
H -0.819 -1.607 1.143
H 0.881 -1.685 1.531
H -0.631 -3.287 2.713
H -1.261 -2.004 3.674
H 0.394 -2.122 5.102
H 1.620 -1.750 3.925
H 1.414 -4.059 5.411
H 0.434 -4.552 4.070
H -1.137 1.827 2.773
H -1.553 -0.118 4.457
H -1.693 2.132 4.931
H -3.151 1.350 5.503
H -3.213 2.381 4.008
H 1.557 2.416 1.380
H -0.105 2.947 1.419
H 1.771 3.107 -0.845
O -2.261 -4.358 -0.511
C -3.345 -4.648 -0.980
C -3.847 -6.049 -0.912
C -3.073 -7.019 -0.288
C -3.543 -8.317 -0.183
C -4.790 -8.652 -0.701
C -5.558 -7.692 -1.339
C -5.088 -6.390 -1.452
C -5.920 -5.373 -2.157
O -6.974 -5.684 -2.672
C -5.427 -3.969 -2.207
C -6.202 -2.998 -2.827
C -5.771 -1.683 -2.853
C -4.563 -1.329 -2.259
C -3.781 -2.296 -1.651
C -4.204 -3.618 -1.626
H -2.106 -6.755 0.118
H -2.940 -9.070 0.307
H -5.160 -9.664 -0.608
H -6.525 -7.951 -1.747
H -7.142 -3.274 -3.285
H -6.378 -0.927 -3.334
H -4.230 -0.301 -2.270
H -2.842 -2.021 -1.194
O 2.606 8.489 -5.811
C 3.158 8.119 -4.796
C 2.584 7.023 -3.968
C 1.410 6.402 -4.379
C 0.885 5.356 -3.639
C 1.526 4.918 -2.483
C 2.689 5.548 -2.065
C 3.219 6.604 -2.797
C 4.457 7.276 -2.318
O 4.980 6.947 -1.272
C 5.044 8.359 -3.156
C 6.219 8.976 -2.745
C 6.793 9.962 -3.530
C 6.196 10.336 -4.729
C 5.017 9.734 -5.136
C 4.434 8.748 -4.350
H 0.913 6.737 -5.279
H -0.028 4.872 -3.962
H 1.102 4.079 -1.911
H 3.193 5.220 -1.165
H 6.684 8.680 -1.815
H 7.711 10.438 -3.210
H 6.651 11.100 -5.345
H 4.549 10.026 -6.066
*
```

HOMO energy = -9.667 eV
structure (SMILES) = C#C[C@@]1(CCCCC(F)(F)C(F)(F)S(F)(F)(F)(F)F)[C@H]([C@@H](C)F)OC(=O)[C@]1(CC=O)N=C=O.O=C1c2ccccc2C(=O)c2ccccc21.O=C1c2ccccc2C(=O)c2ccccc21
calculated total energy = -3788.0112 Eh